1.
118
Properties=species:S:1:pos:R:3:forces:R:3:mulliken_charge:R:1 method="wB97M-V/def2-TZVPD" charge=+1
C 0.438055 4.627116 2.158129 -0.17 0.30 0.02 -0.66
O 0.714041 3.283876 2.475671 -0.09 0.04 -0.16 -0.42
C 1.369101 2.526473 1.478425 0.38 -0.42 0.24 0.76
C 2.722141 1.969086 1.976971 -0.82 -0.24 -0.56 -1.39
C 2.672618 0.443159 2.101937 -0.19 0.66 0.28 -1.06
C 1.952468 0.014933 3.401262 0.39 -0.58 -0.35 -0.49
C 0.853565 -1.034945 3.208942 0.03 0.43 0.14 -0.81
C -0.567958 -0.456284 3.024882 0.65 -1.14 -0.19 0.09
C -1.350334 -1.350230 2.060493 -0.47 0.35 0.22 -0.95
C -2.762278 -0.873331 1.629635 0.73 0.09 0.00 -0.09
C -3.146994 0.553339 1.976118 -0.82 -0.09 -0.56 -1.28
C -2.565960 1.625033 1.055758 0.53 -0.41 0.73 -0.17
N -3.188221 1.601383 -0.276445 -0.19 0.64 0.01 1.00
C -4.472345 2.321474 -0.456011 -0.26 -0.10 -0.52 -1.07
C -4.341394 3.737637 -1.010064 0.10 -0.14 0.86 -0.57
C -3.372725 4.644993 -0.239910 0.33 -0.12 -0.52 -1.06
C -1.960587 4.661298 -0.824185 -0.49 0.28 -0.01 0.54
O -1.526897 5.991537 -0.965784 0.11 0.01 0.03 -0.53
C -0.202025 6.044775 -1.459348 0.10 -0.12 0.22 -0.58
C -2.642904 0.985867 -1.258316 1.03 0.09 -0.82 -1.12
N -1.415195 0.297565 -1.166568 -0.25 -0.05 0.92 0.10
C -1.661469 -0.919270 -1.925842 -0.31 -0.71 -0.30 -0.67
C -2.967083 -0.605016 -2.720123 -0.42 -0.24 0.71 -0.61
N -3.188118 0.836438 -2.543805 -0.71 0.01 0.03 0.22
C -2.533487 1.781931 -3.505830 -0.24 -0.41 0.01 0.02
C -1.929075 1.143117 -4.744677 0.59 0.34 0.01 -1.33
N -0.541823 0.734841 -4.502052 -0.25 -0.05 0.38 -0.32
H 0.563323 5.240554 3.041613 0.08 0.00 0.30 0.33
H -0.589923 4.775645 1.821724 -0.18 -0.13 -0.10 0.11
H 1.093795 5.033268 1.390226 0.22 -0.12 -0.10 0.33
H 0.758998 1.663786 1.212424 -0.43 -0.10 -0.01 -0.63
H 1.512706 3.083765 0.554822 -0.05 0.40 -0.04 0.63
H 2.875363 2.387062 2.962701 0.45 0.33 0.08 0.43
H 3.470454 2.288319 1.259529 0.45 0.05 0.21 0.34
H 2.173969 0.032857 1.227906 -0.14 -0.14 -0.21 0.39
H 3.682370 0.053802 2.085020 0.23 -0.20 0.05 0.55
H 1.582056 0.876754 3.948084 -0.21 0.20 0.01 0.55
H 2.725341 -0.420263 4.026071 0.07 -0.06 0.33 0.33
H 0.854844 -1.687132 4.074198 -0.09 -0.25 0.13 -0.20
H 1.116731 -1.663295 2.363032 0.07 -0.13 -0.21 0.57
H -1.031846 -0.535790 4.000885 -0.34 0.59 0.22 0.18
H -0.488361 0.573364 2.704627 -0.19 0.35 -0.03 0.17
H -1.488905 -2.295765 2.571936 0.14 -0.35 0.00 0.35
H -0.735861 -1.563969 1.190169 0.07 0.10 -0.22 0.46
H -3.510349 -1.557612 2.006991 -0.22 -0.06 0.20 0.59
H -2.810406 -0.948938 0.550871 -0.21 -0.22 -0.36 -0.46
H -4.231156 0.616743 1.869967 -0.21 0.08 0.11 0.60
H -2.956393 0.818590 3.004504 0.32 0.07 0.30 0.61
H -1.501502 1.493953 0.943943 0.28 -0.03 -0.11 -0.30
H -2.718237 2.582404 1.526602 -0.19 0.43 -0.24 0.33
H -5.020359 2.332291 0.477284 0.30 -0.11 0.42 0.57
H -5.046550 1.725145 -1.151276 -0.18 -0.15 -0.17 0.47
H -4.113822 3.681129 -2.065027 0.21 0.17 -0.29 0.23
H -5.326567 4.179416 -0.923806 -0.35 -0.07 -0.10 0.40
H -3.317380 4.362375 0.804197 -0.27 0.13 0.28 0.25
H -3.745157 5.658046 -0.296630 -0.03 0.30 0.07 0.57
H -2.016467 4.233556 -1.821170 0.27 -0.39 -0.33 0.48
H -1.271517 4.081971 -0.202600 0.22 -0.10 -0.04 -0.34
H -0.017445 7.011652 -1.906588 -0.11 0.26 0.03 0.30
H -0.020895 5.281956 -2.219374 -0.07 -0.10 -0.13 0.26
H 0.502321 5.884363 -0.641366 0.15 0.00 0.00 0.12
H -0.659864 0.876231 -1.522315 0.09 -0.08 0.00 0.48
H -0.812162 -1.280971 -2.485787 0.26 0.40 -0.29 0.54
H -1.910553 -1.730434 -1.247000 0.16 -0.03 0.26 0.23
H -3.100559 -1.003779 -3.713341 0.45 0.34 -0.40 0.39
H -3.783413 -1.063260 -2.166189 -0.12 -0.19 0.06 0.35
H -3.255127 2.537262 -3.781264 -0.31 0.12 -0.08 0.41
H -1.706557 2.260327 -3.000959 0.27 0.39 0.09 0.22
H -2.543192 0.355589 -5.168694 -0.18 -0.10 -0.01 0.31
H -1.903609 1.930643 -5.487229 -0.07 0.17 -0.23 0.62
H -0.440983 -0.261967 -4.382154 0.13 0.00 -0.28 0.04
H 0.079717 1.070878 -5.222727 0.03 -0.25 -0.08 0.28
C 0.509381 -4.843622 11.348925 0.03 0.12 -0.02 -0.77
O 1.266442 -4.014797 10.494276 -0.05 -0.19 -0.18 -0.26
C 2.630789 -4.399729 10.442874 -0.17 0.27 0.06 -0.58
C 3.283132 -3.894485 9.175674 0.13 -0.08 -0.01 -0.35
O 2.987581 -4.676548 8.024993 -0.04 0.06 0.00 -0.46
C 1.696625 -4.529117 7.455411 0.07 -0.13 -0.06 -0.57
C 1.511677 -3.241181 6.683218 -0.23 0.12 0.16 -0.31
O 1.251862 -2.156501 7.558468 0.21 -0.01 0.05 -0.34
C 1.559463 -0.913464 6.973942 -0.08 -0.07 0.12 -0.44
H 0.881250 -4.794354 12.378359 -0.02 -0.07 0.02 0.32
H -0.519347 -4.489527 11.327673 0.02 0.04 0.01 0.23
H 0.529467 -5.883509 11.002949 0.03 -0.02 0.07 0.33
H 2.721942 -5.491213 10.484359 0.04 -0.01 0.00 0.35
H 3.145973 -3.963677 11.309578 0.11 -0.13 0.00 0.42
H 4.363813 -3.982322 9.304988 0.00 -0.04 -0.02 0.39
H 3.056216 -2.840263 9.008436 -0.15 0.00 0.07 0.14
H 0.913182 -4.654093 8.204819 -0.03 0.17 0.04 0.22
H 1.607267 -5.353608 6.744284 0.04 0.00 0.00 0.41
H 0.652817 -3.348967 6.004075 0.09 -0.07 -0.11 0.31
H 2.413891 -3.044608 6.090147 0.01 -0.03 -0.02 0.32
H 2.625277 -0.854659 6.721591 -0.03 0.03 -0.10 0.29
H 1.332454 -0.137092 7.702050 -0.04 -0.02 0.01 0.41
H 0.958576 -0.743817 6.072809 0.05 0.08 -0.02 -0.05
C 2.341626 -3.035879 -5.991750 -0.03 -0.07 -0.12 -0.75
O 1.875073 -2.737455 -7.286789 0.10 0.28 0.08 -0.28
C 0.581144 -2.166070 -7.278523 0.14 -0.34 -0.14 0.00
C 0.328941 -1.365232 -8.536154 -0.13 0.14 -0.01 -0.50
O 0.925740 -0.075284 -8.519342 0.01 -0.05 0.10 -0.45
C 2.333752 -0.012758 -8.729103 0.00 0.17 -0.01 -0.38
C 2.749133 -0.251525 -10.162949 0.18 -0.27 0.03 -0.62
O 2.753946 -1.637865 -10.454972 -0.26 0.01 0.01 -0.27
C 2.649784 -1.894850 -11.839474 0.08 -0.04 0.07 -0.77
H 1.690266 -3.764941 -5.494712 0.02 0.03 0.07 0.32
H 3.337961 -3.461207 -6.087574 -0.01 -0.02 -0.03 0.25
H 2.407329 -2.125610 -5.381361 -0.04 -0.03 0.05 0.28
H 0.461699 -1.506280 -6.407934 -0.02 0.02 0.01 -0.21
H -0.151760 -2.983202 -7.213791 -0.14 0.12 0.08 0.49
H -0.746098 -1.177408 -8.595365 0.01 0.02 0.00 0.44
H 0.613979 -1.926422 -9.426852 0.14 -0.08 0.07 0.18
H 2.865637 -0.680914 -8.050006 0.01 -0.14 -0.10 0.20
H 2.612200 1.011152 -8.470451 -0.05 0.01 -0.01 0.39
H 3.764535 0.139438 -10.313329 -0.06 0.15 -0.03 0.43
H 2.060931 0.278131 -10.832204 0.00 0.05 0.01 0.35
H 1.708446 -1.501375 -12.240019 0.04 0.05 -0.05 0.33
H 2.662808 -2.973801 -11.977299 0.03 0.00 0.03 0.23
H 3.491208 -1.456812 -12.387040 -0.04 0.02 -0.05 0.32

2.
132
Properties=species:S:1:pos:R:3:forces:R:3:mulliken_charge:R:1 method="wB97M-V/def2-TZVPD" smiles="CCCCC[C@@]1(B(O)OCC)OS(=O)(=O)O[C@]1(C[C@H](C)F)[PH2]=O.CN(C)C=O.CN(C)C=O.CN(C)C=O.CN(C)C=O.CN(C)C=O.CN(C)C=O.CN(C)C=O"
C 0.588189 -3.249820 3.091538 0.04 -0.67 -0.07 -0.67
C 0.234392 -3.540198 1.622473 -0.15 0.00 0.89 -0.79
C -0.296337 -2.271721 0.918140 0.65 -1.48 -0.53 0.42
C 0.866501 -1.688995 0.086356 -0.26 0.69 1.02 -1.15
C 0.959806 -0.155546 0.147248 0.96 -0.81 -0.99 -1.06
C -0.169422 0.568266 -0.595244 -0.79 -0.38 0.32 0.92
B -1.037441 -0.244607 -1.689056 -0.16 -0.84 -0.08 1.28
O -2.300190 -0.704945 -1.339293 0.03 0.92 0.19 -0.81
O -0.619114 -0.457055 -2.973007 0.67 0.22 0.72 -0.49
C -0.305800 -1.830631 -3.298897 0.18 -0.29 -1.50 -0.25
C 1.174652 -1.982180 -3.595147 -0.11 -0.11 0.83 -0.57
O -1.157359 0.820627 0.508827 0.04 1.82 0.17 -0.20
S -0.732713 2.190437 1.228568 1.14 -0.15 2.35 1.48
O 0.032479 1.984617 2.405036 0.88 -0.86 0.05 -0.70
O -1.835089 3.040422 1.503890 -0.94 0.02 -1.80 -0.66
O 0.347804 2.712786 0.117797 -0.67 -0.03 -0.12 -0.43
C 0.049778 2.000613 -1.088204 -1.94 -0.77 -0.73 -0.23
C 0.884419 2.274302 -2.316703 1.20 0.50 1.02 -1.28
C 2.380291 2.037164 -2.180154 0.10 0.88 -1.17 0.38
C 3.056810 2.706227 -3.373026 0.19 -0.97 0.50 -1.37
F 2.688933 0.679271 -2.282310 -0.15 -0.21 0.35 -0.34
P -1.626031 2.805576 -1.629135 0.35 1.44 -0.09 0.66
O -1.554438 4.246285 -1.311882 -0.08 0.36 0.08 -0.76
H 0.876694 -2.210345 3.237729 0.05 0.03 0.12 0.32
H 1.414777 -3.877821 3.422842 0.16 0.07 0.00 0.21
H -0.265596 -3.491650 3.732521 0.59 0.39 -0.24 0.05
H 1.135372 -3.923296 1.142009 -0.13 0.00 -0.39 0.54
H -0.503227 -4.342698 1.617543 -0.07 -0.02 -0.19 0.47
H -1.117207 -2.612972 0.281671 -0.15 0.56 0.01 -0.65
H -0.634745 -1.600889 1.702229 -0.24 0.27 -0.21 0.31
H 0.896901 -2.079771 -0.926226 -0.12 -0.02 -0.12 0.03
H 1.777734 -2.040013 0.570434 0.17 -0.01 -0.11 0.92
H 1.949076 0.105284 -0.226249 -0.13 0.27 -0.30 0.21
H 0.979534 0.101843 1.200804 -0.26 0.33 0.03 0.64
H -2.935434 -0.216852 -1.886549 -0.11 -0.71 -0.06 0.18
H -0.658273 -2.549008 -2.559947 -0.09 0.23 0.29 0.24
H -0.824232 -2.049441 -4.232684 -0.34 -0.05 0.11 0.54
H 1.749869 -1.636013 -2.739305 0.20 0.23 -0.13 0.06
H 1.433600 -3.031300 -3.719265 -0.10 -0.10 -0.26 0.49
H 1.459318 -1.433694 -4.485299 0.07 0.11 -0.02 -0.14
H 0.536117 1.738242 -3.196186 -0.26 -0.33 0.22 0.51
H 0.777316 3.340432 -2.539880 0.05 0.09 0.02 0.47
H 2.781009 2.430675 -1.247285 -0.07 -0.22 0.25 0.29
H 4.090729 2.359780 -3.369243 0.18 0.38 -0.08 0.38
H 2.594226 2.259905 -4.254317 -0.03 0.30 -0.24 0.41
H 2.936482 3.784743 -3.349594 0.22 -0.22 -0.13 0.27
H -2.728956 2.177505 -1.010510 0.12 -0.41 -0.37 0.00
H -1.718772 2.703516 -3.039707 -0.11 -0.91 0.19 0.08
C -5.295594 -2.930463 1.406953 0.01 -0.30 0.05 -0.81
N -4.579975 -4.005607 0.751954 -0.10 0.07 0.00 0.16
C -4.913310 -5.381338 1.074621 0.20 0.04 -0.13 -1.07
C -3.607660 -3.769215 -0.149676 0.15 0.22 -0.07 0.83
O -2.968562 -4.627075 -0.729874 -0.07 -0.11 0.03 -0.68
H -5.151406 -2.995104 2.488431 -0.04 0.12 0.02 0.20
H -6.362767 -3.005691 1.184242 -0.02 0.10 0.07 0.38
H -4.928729 -1.966319 1.060161 0.06 -0.02 -0.02 0.22
H -4.032921 -5.889834 1.469690 -0.05 -0.07 0.01 0.31
H -5.235200 -5.904430 0.173083 -0.01 -0.08 0.05 0.31
H -5.710502 -5.405331 1.813922 -0.01 0.07 0.00 0.41
H -3.430117 -2.695246 -0.322762 -0.02 0.01 0.04 -0.25
C 2.190161 -4.582208 8.586075 0.22 -0.02 -0.23 -0.93
N 2.410070 -3.968261 7.293170 -0.06 -0.07 0.19 0.12
C 3.589475 -4.329941 6.526202 -0.15 0.16 -0.10 -0.94
C 1.552815 -3.065837 6.769908 -0.12 0.08 -0.02 0.14
O 1.691333 -2.525700 5.693845 0.16 0.06 0.16 -0.58
H 3.024157 -4.351163 9.252703 -0.06 -0.06 0.10 0.34
H 2.114681 -5.666115 8.473534 -0.03 -0.01 0.13 0.34
H 1.269840 -4.209064 9.030484 -0.01 0.03 -0.04 0.29
H 4.193985 -3.441678 6.338659 0.05 -0.05 -0.06 0.29
H 3.289784 -4.748396 5.564740 0.09 0.00 -0.02 0.27
H 4.177445 -5.061679 7.074794 -0.04 0.00 0.05 0.39
H 0.688561 -2.858124 7.425552 0.02 -0.04 0.03 0.28
C -4.629427 -1.620798 6.008410 0.15 -0.38 0.03 -1.05
N -3.810833 -2.617784 5.334250 -0.15 0.18 0.10 0.29
C -4.040319 -4.020891 5.626152 0.15 0.05 -0.14 -0.94
C -2.844386 -2.307820 4.450708 0.05 -0.05 -0.01 0.08
O -2.153889 -3.137225 3.882319 -0.78 0.16 0.04 -0.79
H -4.486815 -1.712566 7.087860 -0.08 0.10 0.01 0.37
H -5.679916 -1.786865 5.769359 -0.03 0.16 0.04 0.37
H -4.356845 -0.616389 5.699215 0.00 -0.01 -0.09 0.28
H -3.129468 -4.469405 6.025188 -0.05 -0.10 -0.02 0.28
H -4.307541 -4.550655 4.709763 0.02 -0.09 0.06 0.24
H -4.843602 -4.120394 6.351734 -0.02 0.07 0.00 0.40
H -2.724749 -1.223563 4.286639 -0.03 -0.02 0.01 0.35
C -6.073733 3.776682 2.769234 -0.27 0.06 0.24 -0.87
N -6.520803 2.893219 3.830237 0.07 0.12 -0.18 0.12
C -7.549084 3.352864 4.747075 0.06 -0.20 0.05 -0.95
C -6.019072 1.659326 3.999522 -0.01 -0.10 0.03 0.28
O -6.374293 0.890045 4.876891 0.04 0.01 -0.04 -0.64
H -5.661768 4.690920 3.199132 0.04 0.04 -0.10 0.34
H -6.918828 4.033816 2.126080 0.09 0.06 -0.05 0.34
H -5.307320 3.296642 2.171719 0.12 -0.10 -0.03 0.25
H -7.165463 3.340875 5.767956 -0.09 0.02 0.02 0.29
H -8.411722 2.686993 4.698489 -0.03 0.05 0.07 0.29
H -7.852941 4.362635 4.484091 0.05 0.01 -0.05 0.38
H -5.244316 1.396508 3.259011 0.00 0.04 0.01 0.19
C 0.677892 8.549144 -4.609709 0.15 -0.13 -0.18 -0.94
N 1.309973 7.244989 -4.561777 -0.04 0.12 -0.04 0.15
C 2.043568 6.767690 -5.723241 0.01 -0.14 0.18 -0.94
C 1.241188 6.460767 -3.477565 -0.12 0.02 0.25 0.13
O 1.755161 5.356529 -3.389063 -0.16 0.29 -0.10 -0.75
H -0.053790 8.574309 -5.419395 -0.03 0.10 0.03 0.35
H 1.432485 9.317745 -4.786710 -0.08 0.08 0.01 0.35
H 0.172319 8.759811 -3.670110 0.01 -0.06 0.02 0.29
H 1.603665 5.835171 -6.078530 0.06 0.00 -0.06 0.28
H 3.081353 6.574607 -5.449875 0.01 -0.03 -0.08 0.30
H 2.008028 7.511793 -6.514439 -0.04 0.05 0.04 0.38
H 0.667116 6.905646 -2.650203 -0.01 -0.03 0.00 0.29
C 5.990938 3.001504 -0.429765 0.28 -0.05 -0.08 -0.91
N 6.855820 3.593903 -1.431283 -0.11 -0.06 0.10 0.12
C 8.253484 3.201873 -1.484968 -0.08 0.16 -0.15 -0.98
C 6.403538 4.500255 -2.319014 -0.20 0.13 -0.07 0.16
O 7.077572 5.031397 -3.179738 0.13 -0.06 0.01 -0.63
H 6.370851 3.228204 0.568480 -0.10 -0.05 0.05 0.40
H 5.959915 1.917599 -0.561402 -0.09 -0.01 0.09 0.37
H 4.981303 3.397260 -0.520943 0.02 0.04 -0.04 0.22
H 8.887666 4.077146 -1.339944 0.07 -0.06 -0.02 0.29
H 8.479193 2.774478 -2.462559 0.09 -0.01 0.03 0.31
H 8.461812 2.468589 -0.710045 -0.06 0.00 0.02 0.40
H 5.330706 4.728276 -2.194603 0.00 -0.03 0.03 0.26
C 3.703332 -2.532814 -9.084964 -0.26 0.09 0.12 -0.93
N 3.031423 -2.796310 -7.828310 0.11 0.00 -0.13 0.13
C 1.746356 -2.171652 -7.569173 0.08 -0.16 0.16 -0.76
C 3.561920 -3.605756 -6.889434 0.13 -0.12 0.05 0.10
O 3.047920 -3.865954 -5.820398 -0.12 0.09 -0.03 -0.54
H 3.899293 -1.462903 -9.182358 0.06 -0.02 -0.11 0.33
H 3.073283 -2.856445 -9.916206 0.09 0.03 -0.08 0.33
H 4.648295 -3.069791 -9.128904 -0.01 -0.02 0.05 0.29
H 1.811524 -1.553788 -6.674041 -0.09 0.04 -0.02 0.12
H 0.989678 -2.939308 -7.401061 -0.06 0.07 0.02 0.29
H 1.457478 -1.554838 -8.416416 0.05 -0.02 -0.03 0.38
H 4.536874 -4.028533 -7.187128 0.00 0.02 -0.04 0.24

no.,gap between HOMO and LUMO (eV),E_HOMO (eV),total energy (Eh)
1,7.476,-10.5,-2121.6795
2,9.146,-8.9,-3602.7249